195
Properties=species:S:1:pos:R:3:forces:R:3:lowdin_charge:R:1 method="wB97M-V/def2-TZVPD" e_tot_ev=-88072.7173 homo_lumo_gap_ev=8.1488 multiplicity=1 charge=0
C -7.24386 -20.72970 -8.11408 -0.0039 -0.1604 -1.2471 -0.0127
C -8.63301 -21.33648 -8.47483 -0.3697 0.8575 -2.1544 -0.4865
C -9.29092 -20.43544 -9.58609 0.2593 0.4379 -1.0953 -0.1414
C -8.73390 -20.56177 -11.01806 0.1560 0.0179 1.8963 -0.1953
C -8.70389 -22.00285 -11.42726 0.2355 -0.5909 0.3100 -0.1431
C -8.17075 -23.02201 -10.34469 -0.2120 -0.2617 -2.0293 -0.4615
N -8.69231 -22.71748 -9.00795 -1.0167 1.7442 -1.6624 -0.1255
O -8.40113 -23.69009 -8.09927 1.0903 -0.9457 1.2336 -0.0064
C -8.65598 -24.43328 -10.82455 0.5634 -0.2098 0.3835 -0.0423
C -6.64321 -23.07399 -10.50331 0.7166 -0.2312 1.2713 -0.0476
C -9.59347 -21.20408 -7.35114 0.1266 -0.8813 2.5322 -0.0694
H -6.69127 -20.51904 -9.02970 -0.2324 0.2007 -0.3492 0.0533
H -6.49871 -21.35794 -7.62604 -0.6454 -0.1220 0.8136 0.0864
H -7.41977 -19.75075 -7.66820 0.2635 -0.2196 0.4784 0.0827
H -10.35999 -20.56271 -9.75634 -0.2278 -0.5836 0.9282 0.1147
H -9.18385 -19.39038 -9.29541 0.0651 0.0872 0.3034 0.1136
H -7.73152 -20.14099 -10.93874 0.1517 0.0900 -0.7640 0.1009
H -9.38272 -20.01671 -11.70365 0.3544 0.3310 -0.0190 0.1133
H -8.04047 -22.00555 -12.29211 -0.0004 -0.7246 -0.1391 0.1155
H -9.68658 -22.33658 -11.76051 -0.1458 0.0876 0.0703 0.1128
H -8.34013 -25.24951 -10.17485 0.0571 0.2493 0.5007 0.0730
H -9.72474 -24.58334 -10.97731 -0.0729 0.5143 0.0033 0.0798
H -8.11645 -24.68634 -11.73722 -0.2970 0.3139 -0.3382 0.0770
H -6.10509 -22.13507 -10.37300 -0.3131 0.2309 0.0897 0.0690
H -6.29709 -23.73775 -9.71102 0.3437 -0.0698 0.1009 0.0829
H -6.25921 -23.49452 -11.43272 -0.5354 -0.0380 -0.1691 0.0814
H -9.20581 -21.81929 -6.53915 -0.2278 -0.6533 0.1735 0.0812
H -10.61749 -21.51370 -7.55999 0.1255 0.0555 -0.2400 0.0946
H -9.59075 -20.26890 -6.79121 -0.0666 0.5893 -0.8350 0.0902
H -9.24567 -23.96141 -7.73220 -0.1437 -0.1120 -0.0476 0.1096
C -23.03223 -21.67936 -7.57800 -0.0448 1.8216 0.1999 -0.0396
C -23.81956 -21.88634 -8.90852 1.0747 -1.6619 0.6147 -0.4689
C -23.88762 -23.43514 -8.92331 1.4390 -0.1614 -1.6561 -0.1596
C -24.79739 -23.98935 -9.98472 0.2265 0.6176 0.1823 -0.1990
C -26.16349 -23.33609 -9.82265 -0.2362 -0.7905 -1.6999 -0.1349
C -26.23297 -21.77563 -9.73945 0.2280 -2.2537 0.0339 -0.4603
N -25.17696 -21.42120 -8.78113 -0.4033 -3.9644 -1.2898 -0.1924
O -25.20893 -20.14330 -8.48679 -0.3107 4.1353 1.6498 0.0020
C -26.13739 -21.20645 -11.18594 -0.9394 0.0565 0.7790 -0.0225
C -27.60764 -21.39149 -9.10390 0.9287 0.8010 -0.1226 -0.0300
C -23.04739 -21.32416 -10.14272 0.2342 0.5827 0.0097 -0.0170
H -21.94912 -21.78819 -7.63408 -0.0701 -0.9464 -0.4837 0.0842
H -23.44562 -22.24231 -6.74116 0.0397 -0.2626 -0.2326 0.0813
H -23.01733 -20.64720 -7.22797 -0.5836 0.4232 -0.1662 0.0705
H -22.87065 -23.67514 -9.23359 0.3159 -0.4980 0.3569 0.1181
H -24.06943 -23.93310 -7.97090 -0.1795 0.5603 0.1720 0.1186
H -24.83431 -25.07764 -9.93620 -0.3626 -0.0627 0.2854 0.1130
H -24.39144 -23.82822 -10.98339 0.0679 0.4281 -0.1035 0.1024
H -26.68837 -23.91101 -9.05972 -0.2555 0.6362 0.3500 0.1185
H -26.60107 -23.60515 -10.78402 -0.9314 0.0484 0.1031 0.1071
H -25.31964 -21.56326 -11.81210 0.0676 0.1154 0.3316 0.0699
H -27.07237 -21.53699 -11.63832 -0.0006 -0.0423 -0.3157 0.0777
H -26.21734 -20.11963 -11.16283 0.4460 0.0828 -0.0730 0.0819
H -27.63746 -20.30305 -9.15403 -0.2297 0.1228 0.3186 0.0732
H -28.53166 -21.72986 -9.57272 0.4170 -0.4347 -0.4258 0.0832
H -27.62802 -21.70538 -8.06028 0.0607 0.0113 0.0076 0.0835
H -23.17314 -20.25006 -10.27912 -0.9680 0.1069 0.0569 0.0812
H -23.29596 -21.82359 -11.07914 -0.1614 0.0062 0.1237 0.0626
H -21.95888 -21.27851 -10.10881 0.2227 -0.9630 0.6133 0.0755
H -25.40138 -20.27283 -7.55524 -0.0878 1.4878 0.3765 0.1198
C -16.47049 -15.69399 -18.99500 -1.2965 -0.6686 0.1670 -0.0454
C -15.53732 -16.47072 -18.05365 2.2114 -0.8610 0.2305 -0.4658
C -14.70789 -15.46197 -17.20923 0.4128 -0.0363 0.2587 -0.1395
C -13.89941 -16.05465 -16.02819 -1.3122 -0.1201 -1.2856 -0.1815
C -14.82645 -16.87774 -15.12595 1.1699 -0.2946 -0.3066 -0.1257
C -15.74812 -17.96765 -15.83624 1.6617 1.1135 0.5349 -0.4647
N -16.22208 -17.42357 -17.13282 0.1075 2.1758 0.2154 -0.1169
O -16.96384 -18.30646 -17.90058 -0.3507 -1.1155 -0.0203 -0.0193
C -14.92291 -19.28143 -15.93896 0.4233 0.3180 -0.5365 -0.0306
C -16.93889 -18.14173 -14.90740 -0.5228 -0.3050 0.0540 -0.0504
C -14.48247 -17.24722 -18.94469 -0.7726 -0.1348 0.4817 -0.0287
H -15.96581 -15.00147 -19.66866 0.2598 0.2506 0.5686 0.0866
H -17.30570 -15.25178 -18.45189 0.4191 0.7644 0.4203 0.0807
H -17.07773 -16.28519 -19.68045 0.5265 -0.8660 -0.0949 0.0711
H -13.96886 -15.02185 -17.87872 -0.2159 0.3006 -0.2316 0.1107
H -15.33798 -14.66028 -16.82402 -0.2152 0.0310 -0.0435 0.1140
H -13.39111 -15.26188 -15.47933 -0.2226 0.0836 0.1316 0.1088
H -13.09277 -16.66554 -16.43344 -0.0312 -0.2796 0.0110 0.0971
H -15.35226 -16.22691 -14.42735 -0.4510 0.0247 -0.3327 0.1092
H -14.05919 -17.35962 -14.51998 -0.5471 -0.7386 0.5083 0.1070
H -13.92488 -19.10727 -16.34108 -0.0355 0.4272 -0.5575 0.0672
H -14.62346 -19.71771 -14.98603 -0.8425 -0.0470 0.3159 0.0796
H -15.39411 -20.00920 -16.59959 -0.1458 -0.0867 0.2402 0.0772
H -16.66620 -18.56721 -13.94163 0.2888 -0.2302 -0.1076 0.0873
H -17.42135 -17.19755 -14.65470 0.0057 0.1410 -0.3919 0.0828
H -17.67696 -18.80544 -15.35778 -0.1302 -0.1032 0.0736 0.0773
H -13.71234 -17.71200 -18.32908 0.0777 0.1836 0.1042 0.0621
H -14.00854 -16.59277 -19.67625 -0.0595 0.0331 -0.0052 0.0778
H -14.97530 -18.07515 -19.45436 -0.1006 0.1106 -0.1851 0.0734
H -17.84257 -18.22427 -17.52285 -0.3308 -0.0893 -0.2247 0.0988
O -17.92256 -11.14169 -24.35402 0.1748 0.1102 -0.0479 -0.0495
H -18.16409 -12.06611 -24.41182 0.0064 -0.3054 -0.1027 0.0209
H -18.62490 -10.74174 -23.84118 -0.1799 0.1929 0.1458 0.0219
O -18.36998 -21.91657 -21.69676 0.1655 -0.1817 -0.0710 -0.0528
H -18.37204 -21.38096 -20.90345 0.0349 0.1355 0.2545 0.0263
H -19.07237 -21.55128 -22.23477 -0.1726 0.0545 -0.1645 0.0272
O -18.70587 -15.20908 -25.30017 0.1132 0.2339 0.0007 -0.0528
H -19.43781 -15.23485 -24.68387 -0.1960 0.0030 0.1583 0.0270
H -18.65837 -16.09736 -25.65364 0.0687 -0.2067 -0.1318 0.0298
C -17.85445 -14.87898 -9.12883 -0.1439 1.0177 0.5244 -0.0634
C -17.73981 -15.21347 -7.66014 -0.2072 -2.2646 -0.1510 -0.4813
C -18.80009 -16.20658 -7.19054 -0.6730 0.3270 0.6494 -0.0677
O -16.51560 -15.94369 -7.40304 -0.1344 0.7356 -0.0301 -0.0662
H -18.04569 -15.71713 -9.79893 0.4042 -0.0864 0.2054 0.0854
H -16.94952 -14.31039 -9.34311 0.0389 -0.1595 -0.7069 0.0750
H -18.68747 -14.18295 -9.22742 -0.1251 0.0846 -0.2081 0.0768
H -17.75009 -14.31109 -7.04884 -0.1218 0.1179 -0.0285 0.1338
H -18.65065 -17.23205 -7.52843 0.5287 0.1459 -0.1460 0.0820
H -19.82706 -15.98000 -7.47709 0.0278 0.4628 -0.1851 0.0744
H -18.79371 -16.20430 -6.10056 0.0197 -0.2475 0.0639 0.0744
H -15.82250 -15.28090 -7.44684 0.4198 -0.1130 0.0021 0.0761
C -8.16612 -17.03554 -21.48279 -1.2772 1.1973 -0.5465 -0.0505
C -7.60993 -15.60759 -21.79709 -1.3563 0.1478 1.0617 -0.4833
C -8.55672 -14.39527 -21.51831 0.0686 -0.8495 -0.8466 -0.0491
O -6.62301 -15.35538 -20.85813 2.0084 -0.2800 0.5667 -0.0714
H -9.18279 -17.08126 -21.87316 -0.1845 -0.1655 -0.0859 0.0667
H -8.26377 -17.14641 -20.40285 0.2191 -0.0728 -0.0030 0.0805
H -7.65214 -17.88128 -21.93956 0.4518 0.2561 0.1013 0.0713
H -7.19528 -15.59159 -22.80502 -0.1857 0.2158 -0.2863 0.1270
H -9.40560 -14.47235 -22.19770 -0.2408 0.3899 0.2417 0.0719
H -8.03085 -13.44930 -21.64755 0.2125 -0.1617 -0.6575 0.0728
H -8.84161 -14.29751 -20.47075 -0.3180 -0.7912 0.0058 0.0775
H -6.08845 -16.15239 -20.88287 0.5970 0.1113 0.4504 0.0865
C -23.65899 -18.96716 -17.84685 0.5270 0.7625 0.2509 -0.0754
C -23.64451 -20.43850 -17.93780 1.4617 -1.9699 -1.1246 -0.4597
C -23.98999 -21.02150 -19.33162 -0.5069 -0.1146 1.1779 -0.0589
O -22.26834 -20.93329 -17.61412 -1.2797 1.1635 0.0901 -0.0812
H -23.55758 -18.67447 -16.80178 -0.1615 0.2000 -0.0149 0.0828
H -24.58364 -18.57774 -18.27283 0.0186 0.0943 0.1255 0.0864
H -22.80289 -18.54394 -18.37231 -0.0620 0.0398 -0.1928 0.0857
H -24.35347 -20.84391 -17.21592 0.0180 -0.2192 0.0968 0.1290
H -23.93182 -22.09903 -19.17784 0.1631 -0.1778 -0.4772 0.0703
H -23.35333 -20.70122 -20.15635 0.0869 0.0821 0.2548 0.0809
H -25.03891 -20.83584 -19.56266 -0.0281 0.2263 -0.1659 0.0743
H -22.23362 -21.88412 -17.74186 -0.2089 -0.0923 -0.0173 0.0656
C -11.78609 -12.72500 -10.35048 -0.4249 -0.6695 0.1942 -0.0594
C -11.76806 -13.53244 -9.05883 0.4797 0.3020 0.3324 -0.4685
C -10.33500 -13.66177 -8.53697 -0.1738 -0.3231 1.0754 -0.0729
O -12.66281 -12.96266 -8.05432 0.7642 -0.3931 -0.6950 -0.0628
H -12.61702 -13.15788 -10.90751 -0.1166 0.7343 -0.4188 0.0731
H -10.87151 -12.91883 -10.91090 -0.0232 0.1443 -0.0646 0.0741
H -11.90389 -11.66108 -10.14487 -0.0543 -0.0794 -0.1696 0.0836
H -12.18209 -14.51694 -9.27666 0.1432 -0.1315 0.1319 0.1275
H -10.33037 -14.22940 -7.60645 -0.1158 -0.1806 0.1422 0.0747
H -9.89588 -12.70312 -8.26079 -0.0918 0.3152 -0.2969 0.0818
H -9.62126 -14.18121 -9.17638 -0.3342 0.1090 -0.3892 0.0799
H -12.09087 -12.57268 -7.38919 -0.0903 0.1501 0.1563 0.0695
C -20.71173 -8.00562 -19.00489 1.0982 -1.1598 -0.8380 -0.0390
C -19.96025 -8.94597 -20.01644 -1.3429 0.6874 0.3901 -0.5185
C -20.58815 -10.29527 -20.14188 -0.3625 -1.0466 0.8829 -0.0734
O -20.11180 -8.34631 -21.25904 0.2926 0.4117 -1.9872 -0.0566
H -20.13636 -7.08120 -19.05463 -0.0413 0.0934 0.7869 0.0712
H -20.75305 -8.51951 -18.04451 0.0226 0.6188 0.2907 0.0733
H -21.70774 -7.76240 -19.37490 -0.0116 -0.3595 -0.0276 0.0783
H -18.91752 -9.10692 -19.74276 0.2247 0.3601 0.1189 0.1345
H -20.36307 -10.77764 -19.19069 -0.3439 -0.3926 0.1112 0.0794
H -20.21107 -10.96716 -20.91290 0.4432 0.4226 -0.1683 0.0747
H -21.66860 -10.27679 -20.28470 -0.0552 0.2993 0.1310 0.0849
H -19.55322 -7.57816 -21.39880 0.0930 0.0360 0.2917 0.0942
C -18.49955 -10.66653 -13.18767 -0.3117 -0.4847 -1.1684 -0.0786
C -17.52033 -9.71555 -12.56880 0.0025 1.3611 -0.1201 -0.4512
C -16.10756 -9.63485 -13.23954 -0.1763 -0.2422 0.3932 -0.0408
O -18.08728 -8.37513 -12.64285 0.5739 -0.0005 -0.3637 -0.0802
H -18.08026 -11.62878 -13.48155 0.1718 -0.1139 0.3325 0.0765
H -18.87733 -10.24097 -14.11734 -0.0103 0.1479 -0.0935 0.0817
H -19.36780 -10.84326 -12.55284 0.0742 0.0072 0.1428 0.0766
H -17.54450 -9.92963 -11.50030 1.0817 -0.3076 0.1098 0.1262
H -16.03720 -9.11096 -14.19280 -0.9171 0.1207 -0.0940 0.0754
H -15.69157 -10.61655 -13.46606 -0.1813 -0.2313 0.3121 0.0676
H -15.36030 -9.10590 -12.64800 -0.2682 -0.0855 0.4772 0.0694
H -18.88798 -8.32531 -12.11560 -0.0362 -0.1803 0.0718 0.0774
C -12.97924 -21.41971 -23.69321 1.2136 1.2424 -1.3023 -0.0817
C -12.77215 -22.74836 -23.01963 -1.2404 0.8196 0.1354 -0.4843
C -12.13213 -22.61663 -21.65710 -0.2504 0.0729 0.9543 -0.0634
O -14.08157 -23.33258 -22.98672 0.3831 -1.0762 0.2416 -0.0555
H -12.13529 -20.73439 -23.61455 0.4558 -0.1745 0.1829 0.0755
H -13.80359 -20.76588 -23.40851 -0.4339 -0.6036 0.4498 0.0826
H -13.04860 -21.60837 -24.76452 -0.3836 0.1211 -0.0821 0.0804
H -12.17591 -23.34698 -23.70829 0.0086 -0.3131 0.2896 0.1365
H -11.10513 -22.25339 -21.69504 0.0824 -0.2260 -0.2044 0.0785
H -12.20155 -23.50235 -21.02560 0.2932 -0.4330 -0.4747 0.0764
H -12.66019 -21.89741 -21.03102 -0.2649 0.4200 -0.2611 0.0763
H -14.73720 -22.66614 -22.76852 0.1073 0.1514 0.0839 0.0776
C -18.43985 -24.62290 -15.04969 -0.0413 -1.2411 -0.7693 -0.0420
C -18.21947 -24.89945 -16.54458 -0.9838 0.5237 0.1646 -0.5205
C -17.20522 -25.92093 -16.88808 2.1495 -0.1996 0.4113 -0.0737
O -19.43393 -25.37445 -17.10263 -1.1228 0.4757 0.0457 -0.0608
H -19.17329 -23.84219 -14.84808 0.4139 0.2644 -0.1580 0.0774
H -17.45205 -24.48468 -14.61009 -0.2622 0.3988 0.2963 0.0766
H -18.87667 -25.53458 -14.64209 0.1063 -0.1429 0.2586 0.0801
H -17.94303 -23.95574 -17.01476 0.0412 0.2419 -0.1126 0.1295
H -17.55043 -26.95472 -16.87379 -0.2453 0.1901 0.0595 0.0906
H -16.36911 -25.83795 -16.19371 0.2021 -0.2034 0.1733 0.0759
H -16.73648 -25.68761 -17.84408 -0.2589 -0.2488 -0.2965 0.0813
H -19.32286 -25.43566 -18.05422 -0.0068 -0.0354 -0.0907 0.0863

38
Properties=species:S:1:pos:R:3:forces:R:3:nbo_charge:R:1 method="wB97M-V/def2-TZVPD" e_tot_ev=-37294.5952 homo_lumo_gap_ev=10.2082 multiplicity=1 smiles="CC[C@H](F)N(CCCC(F)(F)C(F)(F)F)C(=O)OB(O)OC" charge=0
C 1.10258 -2.92645 1.98524 0.0169 0.5853 -0.5991 -0.5986
C 1.13782 -1.39801 1.81177 -0.2543 -1.0609 0.1535 -0.4582
C 0.06253 -0.97945 0.83999 0.4103 0.1224 -0.2892 0.3741
F 0.31036 -1.61315 -0.36293 0.0486 -0.2591 -0.3666 -0.3651
N -0.06509 0.43958 0.58964 -0.1203 0.1512 0.8691 -0.5211
C -1.13116 1.11612 1.33374 -0.4516 0.3415 -0.6789 -0.2158
C -2.17856 1.75277 0.40750 -0.1636 -0.3122 0.3503 -0.3979
C -3.35137 0.83487 0.02747 0.9531 0.4609 -0.1372 -0.4766
C -3.04865 -0.13354 -1.10630 -0.1893 -0.1624 -0.0032 0.6171
F -2.82944 -1.37232 -0.57009 0.1197 0.1140 -0.1446 -0.3298
F -1.93533 0.20570 -1.79707 -0.2590 -0.1043 0.1121 -0.3070
C -4.21723 -0.29342 -2.15691 0.0396 -0.5534 -0.5808 0.9171
F -3.84169 0.20487 -3.35826 -0.4816 -0.3178 0.8562 -0.3073
F -5.33133 0.35284 -1.75903 0.3857 -0.3532 -0.3180 -0.3171
F -4.53473 -1.60353 -2.32198 0.1527 1.1234 0.0097 -0.3089
C 1.15764 1.13051 0.64048 0.1503 0.4069 -0.0465 0.9258
O 1.58010 1.78095 1.56458 -0.3505 -0.2042 -0.4984 -0.5794
O 1.80663 1.05744 -0.54611 0.1274 -0.0176 0.8328 -0.6900
B 3.19608 1.08626 -0.52190 0.5942 0.6537 -0.4024 1.3387
O 3.93367 0.42332 0.43372 -0.6748 -0.2658 0.1109 -0.9278
O 3.80018 1.76826 -1.54728 -0.3367 -0.7572 -0.3705 -0.7272
C 4.60134 0.91614 -2.38406 -0.0858 0.5249 0.4531 -0.2491
H 1.65332 -3.23384 2.85925 0.0734 -0.1687 0.3076 0.2123
H 1.54784 -3.37456 1.10821 0.1723 -0.2890 -0.1600 0.2127
H 0.07981 -3.28251 2.01418 -0.2336 -0.1637 0.3141 0.2014
H 2.12386 -1.13229 1.45833 0.2452 0.4796 -0.0100 0.2238
H 0.93928 -0.94357 2.77281 0.0643 0.4531 0.1980 0.2160
H -0.88482 -1.34921 1.20426 -0.4516 0.0228 -0.0386 0.1658
H -0.72332 1.90993 1.94141 0.3430 0.0256 0.2674 0.2284
H -1.64861 0.42634 1.98840 0.0602 -0.2610 0.3060 0.1876
H -1.70213 2.17444 -0.46572 0.1556 0.1032 -0.2494 0.2295
H -2.62373 2.57627 0.95458 -0.0769 0.2514 0.1324 0.2119
H -4.19786 1.46250 -0.19868 -0.2982 -0.0259 -0.1597 0.2417
H -3.56921 0.23451 0.89795 -0.4577 -0.2334 0.1819 0.2295
H 4.38953 -0.33675 0.07695 0.4684 -0.1587 0.0206 0.5000
H 4.58109 1.33740 -3.37429 0.0629 0.0761 -0.3604 0.2008
H 4.19066 -0.08833 -2.41787 -0.0884 -0.2493 -0.1394 0.1644
H 5.61995 0.86987 -2.02202 0.3303 0.0216 0.0775 0.1784